# 1
Below is a structure of composition C31H27CuN3O6S3 in a non-equilibrium geometry, with properties calculated with ωB97M-V/def2-TZVPD.

The largest force on an atom comes out at 4.08 eV/A. The highest occupied orbital energy (spin up / spin down) is -2.883 / -2.947 eV. Its multiplicity is 2. The total charge is -2. As for the energy above the lowest of the compared OMol25 structures with the same formula, charge and spin: 87.6 kJ/mol. The value obtained for the frontier orbital gap (spin up / spin down) is 6.77 / 6.84 eV. Its LUMO energy (spin up / spin down) is 3.89 / 3.89 eV. As for the expectation value of S²: 0.754.

Last column: Mulliken charge in e.
Atoms and positions in Å:
Cu (-1.024, -0.853, 0.658)  -0.70
C (-1.017, 2.515, 3.113)  -1.79
C (-0.458, 1.289, 2.419)  1.47
N (-1.232, 0.828, 1.464)  1.08
N (-2.302, 1.442, 0.942)  -1.24
C (-1.846, 2.273, -0.060)  0.54
S (-0.238, 2.497, -0.490)  -0.59
S (-3.135, 3.260, -0.769)  -0.24
C (-2.245, 4.501, -1.805)  -0.98
C (-1.889, 5.705, -1.060)  0.74
C (-0.748, 6.440, -1.487)  -0.42
C (-0.333, 7.614, -0.859)  -0.59
C (-0.898, 7.931, 0.345)  -0.34
C (-1.958, 7.183, 0.804)  -0.34
C (-2.490, 6.142, 0.121)  -0.24
C (0.818, 0.689, 2.820)  0.06
C (1.626, 1.278, 3.785)  -0.91
C (2.956, 0.839, 4.060)  -0.71
C (3.391, -0.419, 3.558)  -0.45
C (2.553, -1.102, 2.712)  -0.43
C (1.285, -0.582, 2.285)  0.81
O (0.574, -1.422, 1.551)  -0.44
H (-2.105, 2.389, 3.222)  0.39
H (-0.825, 3.390, 2.502)  0.26
H (-0.631, 2.707, 4.099)  0.57
H (-2.854, 4.511, -2.751)  0.42
H (-1.281, 4.107, -2.070)  0.34
H (-0.232, 6.012, -2.399)  0.23
H (0.455, 8.156, -1.358)  0.36
H (-0.571, 8.753, 1.004)  0.31
H (-2.291, 7.385, 1.834)  0.30
H (-3.369, 5.597, 0.583)  0.23
H (1.361, 2.164, 4.341)  0.24
H (3.582, 1.452, 4.743)  0.31
H (4.444, -0.719, 3.580)  0.32
H (2.811, -2.097, 2.308)  0.31
O (-4.355, -6.571, 1.086)  -0.72
C (-3.955, -6.112, 2.190)  0.38
O (-4.123, -6.618, 3.322)  -0.76
C (-3.248, -4.801, 1.994)  0.41
C (-2.602, -4.101, 3.018)  -0.93
C (-1.980, -2.907, 2.726)  0.09
N (-1.924, -2.469, 1.486)  -0.24
C (-2.537, -3.171, 0.431)  0.29
C (-3.236, -4.299, 0.654)  -0.22
C (-2.273, -2.571, -0.882)  0.95
O (-2.391, -3.300, -1.895)  -0.75
O (-1.997, -1.317, -0.911)  -0.60
H (-2.493, -4.544, 4.012)  0.40
H (-1.598, -2.243, 3.506)  0.44
H (-3.808, -4.684, -0.201)  0.45
C (0.506, -5.161, -3.254)  -1.30
C (1.452, -4.045, -3.060)  0.86
C (2.855, -4.308, -2.905)  -0.66
C (3.711, -3.219, -2.827)  -0.46
C (3.160, -1.942, -2.806)  0.43
C (1.788, -1.671, -2.842)  -0.45
C (0.912, -2.731, -2.935)  -0.60
S (4.196, -0.452, -2.525)  0.54
C (4.547, 0.110, -4.248)  -0.94
O (5.591, -0.927, -2.143)  -0.71
H (0.490, -5.858, -2.402)  0.30
H (0.839, -5.829, -4.142)  0.32
H (-0.535, -4.792, -3.460)  0.33
H (3.167, -5.346, -2.960)  0.39
H (4.720, -3.340, -2.421)  0.38
H (1.435, -0.612, -2.772)  0.34
H (-0.167, -2.608, -2.843)  0.22
H (5.165, -0.684, -4.676)  0.29
H (5.178, 1.020, -4.253)  0.32
H (3.627, 0.244, -4.809)  0.34



# 2
Below is a structure of composition C2H6NO3 in a non-equilibrium geometry, with properties calculated with ωB97M-V/def2-TZVPD.

The largest force on an atom comes out at 2.38 eV/A. The highest occupied orbital energy is -4.426 eV. The total charge is -1. As for the energy above the lowest of the compared OMol25 structures with the same formula, charge and spin: 217.3 kJ/mol. The value obtained for the frontier orbital gap is 8.69 eV. Its LUMO energy is 4.27 eV.

Last column: natural (NBO) charge in e.
Atoms and positions in Å:
O (0.144, 1.443, 1.388)  -0.76
C (0.003, 0.226, 1.104)  0.48
N (-0.074, -0.304, -0.090)  -0.77
C (-1.377, -1.451, -0.865)  0.25
O (-1.112, -2.282, -1.746)  -0.74
H (-0.107, -0.431, 1.982)  0.09
H (-0.096, 0.410, -0.810)  0.34
H (-1.908, -0.505, -1.084)  0.08
H (-1.870, -1.898, 0.030)  0.07
H (2.173, 1.321, -0.674)  0.45
H (1.784, 1.571, 0.712)  0.49
O (2.442, 1.900, 0.054)  -0.98



# 3
Below is the molecule CH3NS2 in a non-equilibrium geometry, with properties calculated with ωB97M-V/def2-TZVPD.

The largest force on an atom comes out at 6.69 eV/A. The highest occupied orbital energy is -8.583 eV. The total charge is 0. As for the energy above the lowest of the compared OMol25 structures with the same formula, charge and spin: 140.0 kJ/mol. The structure (SMILES) is S=CNS. The value obtained for the frontier orbital gap is 8.67 eV. Its LUMO energy is 0.08 eV.

Last column: natural (NBO) charge in e.
Atoms and positions in Å:
S (-2.512, 0.340, -0.128)  -0.12
C (-0.907, 0.389, -0.374)  -0.10
N (0.025, -0.072, 0.387)  -0.67
S (1.761, 0.123, -0.109)  0.18
H (-0.465, 0.382, -1.418)  0.19
H (-0.101, -0.119, 1.493)  0.42
H (2.198, -1.043, 0.149)  0.11



# 4
Below is a cluster of 3 separate species, C13H27Br2N5O4P in total in a non-equilibrium geometry, with properties calculated with ωB97M-V/def2-TZVPD.

The largest force on an atom comes out at 6.23 eV/A. The highest occupied orbital energy is -11.554 eV. The total charge is +1. As for the energy above the lowest of the compared OMol25 structures with the same formula, charge and spin: 133.2 kJ/mol. The value obtained for the frontier orbital gap is 7.75 eV. Its LUMO energy is -3.81 eV.

Last column: natural (NBO) charge in e.
Atoms and positions in Å:
C (-0.425, -1.529, 0.679)  -0.68
C (-1.624, -1.969, -0.272)  -0.26
Br (-1.074, -3.745, -1.046)  0.02
C (-1.875, -1.005, -1.516)  -0.08
Br (-3.202, -1.945, -2.710)  0.03
N (-2.546, 0.281, -1.160)  -0.59
C (-1.880, 1.405, -0.899)  0.59
N (-0.435, 1.334, -0.927)  -0.45
C (-0.109, 2.663, -0.566)  0.14
P (1.752, 2.953, -0.440)  1.19
N (2.197, 2.368, 0.994)  -1.24
N (-1.228, 3.509, -0.367)  -0.37
N (-2.323, 2.710, -0.585)  -0.38
H (-0.595, -2.056, 1.682)  0.28
H (0.544, -1.950, 0.274)  0.24
H (-0.381, -0.424, 0.912)  0.22
H (-2.559, -2.153, 0.343)  0.24
H (-0.962, -0.857, -2.179)  0.27
H (-3.575, 0.299, -1.161)  0.44
H (2.114, 4.331, -0.538)  -0.01
H (2.438, 2.139, -1.415)  0.05
H (2.870, 1.596, 0.854)  0.41
H (-1.189, 4.495, -0.107)  0.47
H (-3.294, 3.023, -0.518)  0.45
O (3.533, -0.170, -1.002)  -0.60
C (3.785, -0.460, -2.151)  0.81
O (4.850, -1.222, -2.427)  -0.49
C (5.137, -1.772, -3.722)  -0.07
C (5.883, -0.778, -4.586)  -0.64
C (2.971, 0.099, -3.286)  -0.75
H (4.227, -2.146, -4.199)  0.18
H (5.769, -2.644, -3.548)  0.21
H (5.289, 0.119, -4.773)  0.20
H (6.147, -1.224, -5.547)  0.23
H (6.799, -0.453, -4.087)  0.23
H (3.336, 1.099, -3.529)  0.24
H (1.930, 0.165, -2.963)  0.23
H (2.977, -0.520, -4.180)  0.23
O (-1.249, -2.256, 3.727)  -0.57
C (-2.207, -1.585, 4.023)  0.81
O (-2.631, -0.615, 3.189)  -0.53
C (-3.856, 0.112, 3.357)  -0.06
C (-3.671, 1.285, 4.296)  -0.64
C (-2.883, -1.752, 5.354)  -0.75
H (-4.666, -0.553, 3.667)  0.19
H (-4.129, 0.483, 2.366)  0.17
H (-3.383, 0.958, 5.296)  0.22
H (-4.593, 1.865, 4.374)  0.22
H (-2.873, 1.939, 3.935)  0.21
H (-2.336, -1.183, 6.107)  0.25
H (-2.863, -2.810, 5.620)  0.26
H (-3.929, -1.454, 5.359)  0.22



# 5
Below is a cluster of 3 separate species, C22H22F19N4O3P in total in a non-equilibrium geometry, with properties calculated with ωB97M-V/def2-TZVPD.

The largest force on an atom comes out at 2.13 eV/A. The highest occupied orbital energy is -8.384 eV. The total charge is 0. The structure (SMILES) is N=[PH2]c1cccc2nc(CN)c(C[C@H](O)C(F)(F)F)nc12.FC(F)C(F)(F)COC(F)(F)C(F)F.FC(F)C(F)(F)COC(F)(F)C(F)F. The value obtained for the frontier orbital gap is 7.72 eV. Its LUMO energy is -0.67 eV.

Last column: Mulliken charge in e.
Atoms and positions in Å:
N (-2.463, 3.485, 2.633)  -0.84
P (-2.421, 2.584, 1.335)  0.54
C (-4.118, 2.342, 0.649)  0.84
C (-4.848, 3.431, 0.349)  -0.66
C (-6.170, 3.253, -0.152)  -0.65
C (-6.654, 2.015, -0.337)  -0.48
C (-5.895, 0.860, -0.042)  0.17
N (-6.465, -0.364, -0.239)  -0.60
C (-5.681, -1.369, 0.058)  -0.26
C (-6.318, -2.753, -0.146)  -0.63
N (-7.395, -2.930, 0.852)  -0.68
C (-4.340, -1.196, 0.541)  1.15
C (-3.491, -2.433, 0.818)  -0.89
C (-1.994, -2.184, 1.050)  -0.47
O (-1.698, -1.354, 2.171)  -0.42
C (-1.205, -1.715, -0.181)  0.51
F (-0.770, -2.779, -0.892)  -0.30
F (-1.874, -0.938, -1.037)  -0.27
F (-0.094, -1.074, 0.226)  -0.22
N (-3.793, -0.032, 0.766)  -0.10
C (-4.607, 1.013, 0.461)  -0.25
H (-2.098, 2.931, 3.403)  0.24
H (-1.617, 3.121, 0.299)  0.07
H (-1.888, 1.318, 1.660)  -0.05
H (-4.444, 4.430, 0.491)  0.43
H (-6.760, 4.134, -0.387)  0.38
H (-7.671, 1.891, -0.703)  0.42
H (-5.599, -3.564, -0.032)  0.27
H (-6.751, -2.778, -1.151)  0.39
H (-8.040, -2.153, 0.721)  0.33
H (-6.972, -2.746, 1.761)  0.25
H (-3.602, -3.201, 0.043)  0.41
H (-3.884, -2.902, 1.736)  0.47
H (-1.562, -3.164, 1.310)  0.53
H (-1.918, -1.896, 2.938)  0.32
F (2.312, 1.000, 3.162)  -0.25
C (1.692, -0.160, 2.876)  0.56
F (0.833, -0.405, 3.898)  -0.28
C (2.666, -1.331, 2.732)  0.68
F (3.292, -1.576, 3.906)  -0.30
F (1.908, -2.435, 2.463)  -0.30
C (3.715, -1.238, 1.607)  -0.03
O (5.032, -0.801, 1.963)  -0.40
C (5.334, 0.546, 2.032)  0.83
F (4.338, 1.289, 1.508)  -0.28
F (6.413, 0.747, 1.240)  -0.30
C (5.710, 0.983, 3.451)  0.15
F (4.720, 0.730, 4.325)  -0.21
F (5.945, 2.316, 3.473)  -0.27
H (1.103, -0.030, 1.965)  0.01
H (3.866, -2.263, 1.270)  0.51
H (3.326, -0.705, 0.736)  -0.11
H (6.607, 0.458, 3.786)  0.24
F (6.055, 0.469, -2.902)  -0.23
C (5.248, 0.327, -1.838)  0.13
F (5.748, -0.687, -1.092)  -0.25
C (3.812, -0.015, -2.237)  0.91
F (3.764, -1.216, -2.849)  -0.28
F (3.100, -0.148, -1.071)  -0.42
C (3.045, 1.018, -3.089)  -0.92
O (2.976, 0.812, -4.498)  -0.41
C (3.994, 1.256, -5.328)  0.79
F (4.846, 2.051, -4.657)  -0.29
F (3.412, 2.030, -6.270)  -0.30
C (4.706, 0.101, -6.040)  0.20
F (5.232, -0.771, -5.160)  -0.21
F (5.720, 0.583, -6.794)  -0.25
H (5.282, 1.243, -1.241)  0.27
H (2.006, 0.933, -2.769)  0.49
H (3.335, 2.040, -2.846)  0.35
H (4.008, -0.439, -6.684)  0.23



# 6
Below is the molecule C16H23NO6S, with properties calculated with ωB97M-V/def2-TZVPD.

The largest force on an atom comes out at 0.90 eV/A. The highest occupied orbital energy is -9.041 eV. The total charge is 0. As for the energy above the lowest of the compared OMol25 structures with the same formula, charge and spin: 35.9 kJ/mol. The structure (SMILES) is O=C(O)c1ccccc1S(=O)(=O)NC[C@H](O)COC1CCCCC1. The value obtained for the frontier orbital gap is 9.28 eV. Its LUMO energy is 0.24 eV.

Last column: natural (NBO) charge in e.
Atoms and positions in Å:
O (0.208, 2.496, -0.031)  -0.62
C (1.054, 3.312, -0.312)  0.81
O (1.005, 4.076, -1.389)  -0.66
C (2.220, 3.616, 0.566)  -0.15
C (2.409, 4.877, 1.120)  -0.17
C (3.480, 5.098, 1.971)  -0.19
C (4.369, 4.076, 2.266)  -0.19
C (4.194, 2.822, 1.699)  -0.20
C (3.119, 2.601, 0.863)  -0.22
S (2.931, 1.031, 0.021)  2.29
O (4.138, 0.280, 0.144)  -0.92
O (2.453, 1.338, -1.308)  -0.97
N (1.759, 0.306, 0.954)  -0.87
C (1.598, -1.126, 0.775)  -0.26
C (0.960, -1.543, -0.571)  0.06
O (1.869, -1.444, -1.630)  -0.72
C (-0.335, -0.744, -0.834)  -0.10
O (-1.140, -1.320, -1.838)  -0.53
C (-2.281, -2.062, -1.442)  0.11
C (-3.377, -1.185, -0.821)  -0.43
C (-4.643, -2.005, -0.592)  -0.40
C (-4.351, -3.197, 0.314)  -0.40
C (-3.253, -4.067, -0.291)  -0.39
C (-1.983, -3.252, -0.523)  -0.43
H (0.270, 3.813, -1.968)  0.51
H (1.719, 5.673, 0.887)  0.23
H (3.624, 6.077, 2.401)  0.22
H (5.203, 4.258, 2.925)  0.22
H (4.879, 2.010, 1.877)  0.25
H (0.893, 0.823, 0.855)  0.43
H (2.603, -1.550, 0.829)  0.24
H (1.002, -1.501, 1.611)  0.21
H (0.724, -2.611, -0.511)  0.19
H (2.070, -0.512, -1.804)  0.48
H (-0.059, 0.251, -1.201)  0.20
H (-0.887, -0.627, 0.104)  0.16
H (-2.652, -2.449, -2.399)  0.18
H (-3.580, -0.345, -1.488)  0.22
H (-3.035, -0.780, 0.134)  0.19
H (-5.414, -1.374, -0.144)  0.21
H (-5.020, -2.364, -1.552)  0.19
H (-5.258, -3.788, 0.456)  0.21
H (-4.030, -2.837, 1.295)  0.19
H (-3.034, -4.905, 0.373)  0.21
H (-3.600, -4.475, -1.243)  0.20
H (-1.217, -3.878, -0.983)  0.22
H (-1.604, -2.892, 0.436)  0.19



# 7
Below is a structure of composition C15H22BI2N3NiO2S2, with properties calculated with ωB97M-V/def2-TZVPD.

The largest force on an atom comes out at 0.61 eV/A. The highest occupied orbital energy (spin up / spin down) is -6.627 / -7.360 eV. Its multiplicity is 3. The total charge is 0. The value obtained for the frontier orbital gap (spin up / spin down) is 6.74 / 6.46 eV. Its LUMO energy (spin up / spin down) is 0.11 / -0.90 eV. As for the expectation value of S²: 2.075.

Last column: natural (NBO) charge in e.
Atoms and positions in Å:
Ni (0.419, 0.846, -0.381)  0.70
C (2.153, 1.650, 4.554)  -0.76
S (1.951, -0.029, 3.957)  0.31
C (1.550, 0.190, 2.264)  -0.09
S (1.434, 1.747, 1.534)  -0.38
N (1.393, -0.983, 1.675)  -0.38
N (1.028, -0.834, 0.388)  -0.36
C (1.251, -1.875, -0.408)  0.00
C (1.154, -1.674, -1.770)  0.13
C (1.706, -2.558, -2.749)  -0.20
C (2.123, -2.071, -3.937)  -0.23
C (2.036, -0.642, -4.189)  -0.27
C (1.336, 0.145, -3.374)  0.02
N (0.623, -0.409, -2.241)  -0.79
H (2.439, 1.546, 5.600)  0.23
H (1.225, 2.212, 4.483)  0.23
H (2.938, 2.172, 4.011)  0.23
H (1.618, -2.809, 0.002)  0.21
H (1.862, -3.596, -2.480)  0.22
H (2.582, -2.719, -4.671)  0.22
H (2.545, -0.201, -5.036)  0.23
H (1.188, 1.202, -3.538)  0.22
I (-2.139, 0.375, 2.970)  0.16
C (-1.980, 2.169, 1.880)  -0.75
I (-1.928, 1.877, -0.209)  0.21
H (-1.025, 2.616, 2.133)  0.25
H (-2.831, 2.801, 2.096)  0.23
C (-3.675, -1.376, -1.780)  -0.64
C (-2.844, -1.370, -3.051)  0.25
C (-3.318, -2.451, -3.997)  -0.63
O (-1.475, -1.677, -2.670)  -0.73
B (-0.802, -0.492, -2.610)  1.27
O (-1.533, 0.598, -3.021)  -0.76
C (-2.701, 0.044, -3.706)  0.26
C (-2.339, -0.008, -5.180)  -0.64
C (-3.879, 0.962, -3.471)  -0.64
H (-3.568, -2.349, -1.299)  0.23
H (-4.732, -1.213, -1.996)  0.21
H (-3.341, -0.615, -1.075)  0.22
H (-3.389, -3.397, -3.460)  0.23
H (-2.634, -2.583, -4.833)  0.22
H (-4.309, -2.211, -4.390)  0.21
H (-1.485, -0.664, -5.356)  0.22
H (-2.071, 0.996, -5.509)  0.22
H (-3.177, -0.358, -5.783)  0.22
H (-4.035, 1.152, -2.411)  0.23
H (-4.789, 0.517, -3.879)  0.22
H (-3.712, 1.915, -3.974)  0.22



# 8
Below is the molecule C6H11N in a non-equilibrium geometry, with properties calculated with ωB97M-V/def2-TZVPD.

The largest force on an atom comes out at 5.16 eV/A. The highest occupied orbital energy is -7.437 eV. The total charge is 0. As for the energy above the lowest of the compared OMol25 structures with the same formula, charge and spin: 246.2 kJ/mol. The structure (SMILES) is C/C=C/C(C)=C/N. The value obtained for the frontier orbital gap is 8.50 eV. Its LUMO energy is 1.06 eV.

Last column: natural (NBO) charge in e.
Atoms and positions in Å:
C (-1.864, -1.588, 1.908)  -0.65
C (-1.294, -0.768, 0.860)  -0.18
C (0.048, -0.516, 0.750)  -0.21
C (0.507, 0.372, -0.259)  -0.14
C (1.213, 1.590, 0.182)  -0.61
C (0.611, -0.060, -1.604)  0.00
N (0.903, 0.854, -2.666)  -0.84
H (-1.191, -2.370, 2.243)  0.22
H (-2.752, -2.218, 1.477)  0.21
H (-2.071, -1.094, 2.805)  0.22
H (-1.905, -0.371, -0.040)  0.21
H (0.934, -0.878, 1.396)  0.20
H (2.111, 1.442, 0.625)  0.21
H (0.543, 2.271, 0.877)  0.21
H (1.392, 2.204, -0.701)  0.19
H (0.128, -1.039, -1.899)  0.20
H (1.164, 0.445, -3.560)  0.38
H (1.523, 1.723, -2.394)  0.38